(1)
{
  "formula": "H4O2",
  "method": "ωB97M-V with the def2-TZVPD basis set",
  "de_lowest_kcal_mol": 77.7,
  "e_homo_ha": -0.3438,
  "orbital_gap_ev": 9.678,
  "charge": 0,
  "largest_force_ev_per_a": 14.26,
  "species": ["O", "H", "H", "O", "H", "H"],
  "coordinates": [[-1.231, 0.276, 0.134], [-0.288, 0.116, 0.104], [-1.431, 0.690, -0.705], [0.662, -0.166, 0.049], [1.475, -0.268, -0.445], [0.813, -0.648, 0.862]],
  "nbo_charge": [-1.02, 0.41, 0.43, -0.82, 0.50, 0.50]
}



(2)
{
  "formula": "C35H34ClNORuSi2",
  "method": "ωB97M-V with the def2-TZVPD basis set",
  "de_lowest_kcal_mol": 3.9,
  "e_homo_ha": [-0.3303, -0.3863],
  "orbital_gap_ev": [6.074, 5.068],
  "charge": 1,
  "largest_force_ev_per_a": 3.43,
  "multiplicity": 6,
  "species": ["C", "C", "C", "H", "C", "C", "H", "H", "H", "H", "Ru", "Si", "C", "C", "H", "C", "H", "C", "H", "C", "H", "C", "H", "C", "C", "H", "C", "H", "C", "H", "C", "H", "C", "H", "H", "Si", "C", "C", "H", "C", "H", "C", "H", "C", "H", "C", "H", "C", "C", "H", "C", "H", "C", "H", "C", "H", "C", "H", "H", "Cl", "O", "C", "C", "C", "C", "C", "C", "N", "H", "H", "H", "H", "H", "H", "H"],
  "coordinates": [[5.350, 1.819, 0.835], [4.825, 0.486, 0.891], [4.065, 0.255, -0.331], [5.021, -0.270, 1.651], [4.127, 1.474, -1.106], [4.903, 2.431, -0.374], [5.149, 3.430, -0.720], [6.018, 2.260, 1.570], [3.617, -0.685, -0.647], [3.720, 1.586, -2.111], [2.882, 1.600, 0.823], [-4.247, -0.310, -0.450], [-4.867, -1.867, 0.422], [-6.189, -2.255, 0.776], [-7.040, -1.601, 0.555], [-6.427, -3.493, 1.397], [-7.441, -3.782, 1.672], [-5.378, -4.378, 1.672], [-5.562, -5.333, 2.166], [-4.080, -4.017, 1.311], [-3.244, -4.688, 1.504], [-3.829, -2.782, 0.693], [-2.795, -2.543, 0.401], [-4.612, -0.568, -2.292], [-4.797, -1.868, -2.828], [-5.002, -2.720, -2.161], [-4.762, -2.086, -4.218], [-4.821, -3.103, -4.601], [-4.671, -1.012, -5.099], [-4.600, -1.184, -6.170], [-4.728, 0.284, -4.584], [-4.753, 1.123, -5.269], [-4.771, 0.508, -3.203], [-4.954, 1.515, -2.813], [-2.795, -0.134, -0.218], [0.922, 0.481, 0.419], [0.930, 0.286, -1.474], [0.963, -1.007, -2.001], [1.010, -1.879, -1.334], [0.990, -1.182, -3.396], [1.070, -2.203, -3.803], [0.974, -0.058, -4.237], [1.006, -0.204, -5.314], [0.999, 1.236, -3.698], [1.074, 2.110, -4.354], [0.976, 1.405, -2.305], [1.033, 2.414, -1.886], [0.891, -1.244, 1.229], [2.085, -1.956, 1.422], [3.064, -1.499, 1.220], [2.052, -3.302, 1.839], [3.003, -3.849, 1.967], [0.816, -3.931, 2.068], [0.793, -4.984, 2.350], [-0.375, -3.202, 1.941], [-1.340, -3.677, 2.147], [-0.327, -1.851, 1.552], [-1.256, -1.282, 1.476], [-4.953, 0.916, 0.127], [-0.847, 1.403, 0.765], [2.177, 3.750, 0.418], [2.865, 4.743, 1.238], [3.247, 4.128, 2.548], [3.647, 4.928, 3.618], [4.029, 4.320, 4.820], [4.067, 2.934, 4.884], [3.748, 2.187, 3.750], [3.259, 2.774, 2.632], [2.117, 4.102, -0.496], [3.754, 5.092, 0.703], [2.158, 5.571, 1.386], [3.608, 6.009, 3.424], [4.253, 4.932, 5.687], [4.337, 2.397, 5.792], [3.871, 1.103, 3.730]],
  "lowdin_charge": [-0.14, -0.20, -0.27, 0.11, -0.16, -0.13, 0.11, 0.12, 0.10, 0.11, 1.19, 0.73, -0.33, -0.08, 0.11, -0.08, 0.10, -0.08, 0.11, -0.09, 0.09, -0.14, 0.07, -0.31, -0.09, 0.10, -0.09, 0.10, -0.10, 0.10, -0.10, 0.10, -0.11, 0.10, -0.08, 0.16, -0.35, -0.09, 0.11, -0.06, 0.12, -0.07, 0.11, -0.07, 0.11, -0.14, 0.09, -0.33, -0.12, 0.06, -0.07, 0.11, -0.07, 0.11, -0.06, 0.09, -0.11, 0.06, -0.02, 0.38, -0.18, -0.13, -0.24, 0.01, -0.02, -0.03, -0.10, -0.03, 0.12, 0.13, 0.14, 0.13, 0.12, 0.12, 0.12]
}



How do the records compare in E? In the order shown, they have -4156.567, -71234.879 eV.
How do the records compare in molar mass? In the order shown, they have 36.03, 677.36 g mol⁻¹.